Entry from the OMol25 dataset: a structure of composition C4H7NO3 at a distorted geometry (ωB97M-V/def2-TZVPD).

Geometry (Å):
C (-0.057, -0.331, 0.442)
C (-1.264, 0.411, -0.353)
N (0.176, 0.239, 1.730)
C (0.894, 0.168, -0.561)
C (2.083, 0.645, -0.790)
O (-0.332, -1.703, 0.477)
O (-1.812, -0.478, -1.259)
O (-1.915, 1.287, 0.209)
H (-0.080, -2.168, -0.332)
H (-2.441, -1.121, -0.898)
H (-0.454, 1.019, 1.902)
H (0.072, -0.438, 2.477)
H (-0.068, 0.841, -1.276)
H (2.867, 0.463, -0.065)
H (2.330, 1.166, -1.703)

Results of the Löwdin charge analysis, in e, for atoms 1 through 8:
1. C -0.545
2. C -0.506
3. N 0.126
4. C -0.065
5. C 0.051
6. O 0.039
7. O 0.042
8. O 0.090



Entry from the OMol25 dataset: an isolated molecule of C6H12O (ωB97M-V/def2-TZVPD).

Its SMILES is CCO[C@H]1C[C@H]1C.

Geometry (Å):
C (-2.791, 0.630, -0.616)
C (-1.463, -0.104, -0.554)
O (-0.588, 0.604, 0.314)
C (0.697, 0.773, -0.192)
C (1.784, 0.989, 0.805)
C (1.744, -0.292, 0.004)
C (1.407, -1.590, 0.697)
H (-2.655, 1.623, -1.056)
H (-3.204, 0.756, 0.389)
H (-3.514, 0.074, -1.221)
H (-1.021, -0.180, -1.557)
H (-1.597, -1.128, -0.176)
H (0.730, 1.347, -1.121)
H (1.491, 0.914, 1.850)
H (2.550, 1.730, 0.597)
H (2.474, -0.372, -0.800)
H (1.106, -2.360, -0.022)
H (2.270, -1.970, 1.256)
H (0.582, -1.444, 1.403)

Results of the Löwdin charge analysis, in e, for atoms 1 through 8:
1. C -0.077
2. C -0.272
3. O -0.113
4. C -0.331
5. C -0.057
6. C -0.276
7. C -0.070
8. H 0.077



no.,HOMO (eV),gap between HOMO and LUMO (Eh)
1,-9.2,0.3439
2,-9.2,0.3815